Record 1
Below is a 7-piece molecular cluster, C28H74N7O11 overall in a non-equilibrium geometry, with properties calculated with ωB97M-V/def2-TZVPD.

Calculated values
- Energy above the lowest of the compared OMol25 structures with the same formula, charge and spin: 84.0 kcal per mole
- F_max: 0.0879 Eh/bohr

```
! wB97M-V def2-TZVPD RIJCOSX def2/J DEFGRID3
* xyz -1 1
N -0.51165 0.75192 -0.88600
O -1.35505 0.73635 -1.71598
O -0.28738 -0.17450 -0.08426
O 0.12752 1.82924 -0.70918
C 2.53131 3.11493 9.42242
O 1.56080 2.61401 8.49694
C 1.34683 3.50656 7.38154
C 0.32782 2.78614 6.46786
N 0.03717 3.67594 5.34345
C -1.04793 3.17373 4.52499
C -2.39164 3.06587 5.18414
O -2.58838 2.01649 6.13962
C -2.46912 0.74265 5.47153
H 2.29324 4.09572 9.83410
H 3.50950 3.15883 8.94355
H 2.68035 2.48097 10.29648
H 2.26913 3.64379 6.81706
H 1.00494 4.43753 7.83374
H -0.56041 2.54054 7.04995
H 0.75142 1.84333 6.12179
H 0.86168 3.50516 4.78565
H -0.79706 2.26084 3.98483
H -1.24759 3.88788 3.72609
H -3.22197 2.98135 4.48306
H -2.60206 3.95811 5.77381
H -1.40558 0.61540 5.26949
H -2.97544 0.66923 4.50905
H -2.78913 -0.07834 6.11314
C -0.97127 -5.06091 2.73017
O -1.63732 -5.57490 1.52910
C -1.65554 -7.02342 1.40537
C -0.29358 -7.50814 0.97399
N -0.09378 -7.11383 -0.44303
C 1.24283 -7.39210 -0.99792
C 2.21674 -6.20039 -0.76497
O 1.65003 -5.03801 -1.28067
C 2.39724 -3.86222 -1.11266
H -0.02465 -5.55519 2.94863
H -1.63526 -5.18855 3.58511
H -0.85923 -3.99417 2.53632
H -2.39068 -7.33373 0.66282
H -1.87623 -7.48657 2.36709
H -0.30286 -8.59616 1.03888
H 0.48588 -7.17637 1.65991
H -0.84393 -7.39592 -1.05769
H 1.07251 -7.54406 -2.06375
H 1.62221 -8.34165 -0.62038
H 3.15483 -6.40282 -1.28177
H 2.45625 -6.12672 0.29584
H 3.44334 -4.00835 -1.38175
H 2.31468 -3.50608 -0.08580
H 2.03928 -3.18655 -1.88946
C 2.00558 9.60954 0.10966
C 1.17544 8.49165 0.74770
C 1.01665 7.25680 -0.17246
O 0.29265 7.58748 -1.34462
C -0.23061 6.46346 -2.03798
N 1.79850 8.10711 2.01030
H 2.83679 9.15777 -0.43174
H 2.46664 10.29384 0.82187
H 1.40282 10.16998 -0.60498
H 0.18798 8.88546 0.98837
H 0.45464 6.51698 0.39755
H 1.87584 6.62454 -0.39640
H 0.62979 5.84732 -2.29907
H -0.69585 6.87364 -2.93430
H -1.01024 5.99905 -1.43417
H 2.67183 7.67096 1.75111
H 1.37618 7.30257 2.45129
C 5.01784 1.09591 1.46240
C 4.49796 1.59594 2.76028
C 5.50879 1.51011 3.90147
O 5.64413 0.14671 4.38961
C 4.55990 -0.33323 5.16013
N 3.92715 2.91919 2.51081
H 5.34097 0.06827 1.62872
H 5.86796 1.69969 1.14487
H 4.27970 1.07943 0.66053
H 3.69168 0.88667 2.94723
H 5.32037 2.17742 4.74247
H 6.45773 1.84415 3.48191
H 3.74590 -0.72124 4.54778
H 4.11145 0.51493 5.67745
H 4.90463 -1.13488 5.81330
H 4.62452 3.40948 1.96916
H 3.24613 2.70799 1.79547
C -8.78001 -0.32819 -4.90263
C -7.47443 -0.82594 -5.71548
C -6.16334 -0.12217 -5.33687
O -6.20370 1.27327 -5.81922
C -4.97355 1.98486 -5.64360
N -7.35002 -2.27129 -5.56288
H -9.57447 -1.07440 -4.89201
H -9.17611 0.57741 -5.36207
H -8.57157 -0.18075 -3.84296
H -7.65384 -0.58624 -6.76355
H -5.31763 -0.67161 -5.75036
H -6.06888 -0.19099 -4.25316
H -4.69731 2.31031 -4.64067
H -5.08559 2.91976 -6.19269
H -4.12606 1.52714 -6.15386
H -6.41773 -2.62493 -5.72373
H -7.77694 -2.73537 -6.35184
C 1.58791 -6.05778 -7.67334
C 0.55620 -5.28110 -6.93768
C 0.96777 -3.77303 -6.86243
O 0.07420 -2.98445 -6.10091
C 0.48904 -1.64951 -6.30338
N -0.70425 -5.52483 -7.60446
H 1.30970 -7.10745 -7.76757
H 2.55703 -5.96924 -7.18234
H 1.81877 -5.67718 -8.66830
H 0.40985 -5.65590 -5.92466
H 1.20332 -3.41923 -7.86614
H 1.95429 -3.77413 -6.39890
H 1.45391 -1.54201 -5.80782
H -0.19075 -0.94579 -5.82299
H 0.54865 -1.40107 -7.36301
H -0.78036 -6.51531 -7.42210
H -1.40835 -5.25046 -6.93434
*
```

Atom charges from the Mulliken analysis, given in e for atoms 1 to 99: number 1, N, carries 0.949; number 2, O, carries -0.635; number 3, O, carries -0.647; number 4, O, carries -0.667; number 5, C, carries -0.744; number 6, O, carries -0.301; number 7, C, carries -0.443; number 8, C, carries -0.607; number 9, N, carries -0.435; number 10, C, carries -0.443; number 11, C, carries -0.856; number 12, O, carries -0.383; number 13, C, carries -0.686; number 14, H, carries 0.286; number 15, H, carries 0.288; number 16, H, carries 0.262; number 17, H, carries 0.307; number 18, H, carries 0.368; number 19, H, carries 0.436; number 20, H, carries 0.174; number 21, H, carries 0.314; number 22, H, carries 0.462; number 23, H, carries 0.346; number 24, H, carries 0.489; number 25, H, carries 0.338; number 26, H, carries 0.219; number 27, H, carries 0.343; number 28, H, carries 0.255; number 29, C, carries -0.656; number 30, O, carries -0.309; number 31, C, carries -0.628; number 32, C, carries -0.497; number 33, N, carries -0.124; number 34, C, carries -0.940; number 35, C, carries -0.420; number 36, O, carries -0.284; number 37, C, carries -0.787; number 38, H, carries 0.281; number 39, H, carries 0.281; number 40, H, carries 0.224; number 41, H, carries 0.348; number 42, H, carries 0.355; number 43, H, carries 0.328; number 44, H, carries 0.288; number 45, H, carries 0.215; number 46, H, carries 0.448; number 47, H, carries 0.314; number 48, H, carries 0.398; number 49, H, carries 0.308; number 50, H, carries 0.331; number 51, H, carries 0.285; number 52, H, carries 0.240; number 53, C, carries -1.435; number 54, C, carries 0.530; number 55, C, carries -0.685; number 56, O, carries -0.344; number 57, C, carries -0.702; number 58, N, carries -0.776; number 59, H, carries 0.301; number 60, H, carries 0.425; number 61, H, carries 0.318; number 62, H, carries 0.274; number 63, H, carries 0.359; number 64, H, carries 0.372; number 65, H, carries 0.315; number 66, H, carries 0.227; number 67, H, carries 0.304; number 68, H, carries 0.268; number 69, H, carries 0.252; number 70, C, carries -1.680; number 71, C, carries 0.964; number 72, C, carries -0.917; number 73, O, carries -0.395; number 74, C, carries -0.599; number 75, N, carries -0.710; number 76, H, carries 0.320; number 77, H, carries 0.429; number 78, H, carries 0.462; number 79, H, carries 0.057; number 80, H, carries 0.348; number 81, H, carries 0.357; number 82, H, carries 0.257; number 83, H, carries 0.250; number 84, H, carries 0.250; number 85, H, carries 0.293; number 86, H, carries 0.320; number 87, C, carries -1.264; number 88, C, carries 0.397; number 89, C, carries -0.559; number 90, O, carries -0.324; number 91, C, carries -0.769; number 92, N, carries -0.727; number 93, H, carries 0.393; number 94, H, carries 0.301; number 95, H, carries 0.300; number 96, H, carries 0.237; number 97, H, carries 0.292; number 98, H, carries 0.338; number 99, H, carries 0.314


Record 2
Below is C12H18F2KMgN4O8PS as an isolated structure in a non-equilibrium geometry, with properties calculated with ωB97M-V/def2-TZVPD.

Calculated values
- F_max: 0.0787 Eh/bohr

```
! wB97M-V def2-TZVPD RIJCOSX def2/J DEFGRID3
* xyz 0 1
N -1.44575 -3.50886 -1.64832
P -1.91700 -1.99665 -2.13244
C -1.16277 -0.72960 -1.14167
C -0.61003 0.38193 -1.84128
C 0.04047 1.39972 -1.22623
C 0.63145 2.50932 -2.07489
C 1.85409 3.13689 -1.42448
C 2.67955 3.91609 -2.51313
F 3.68037 3.13865 -3.04256
C 0.12903 1.37108 0.19702
N 0.68811 2.27754 1.00747
S 0.50047 1.71585 2.51389
N -0.26787 0.35735 2.21945
C -0.43988 0.26188 0.90371
C -1.08461 -0.79630 0.21664
O -1.58987 -1.83002 0.91664
N -2.76574 -1.33489 1.84553
O -3.70488 -1.24454 1.23346
H -0.80942 -3.37130 -0.84251
H -1.54147 -1.70625 -3.44784
H -3.30869 -1.93128 -2.03399
H -0.67559 0.39479 -2.92242
H -0.12622 3.22813 -2.39257
H 0.98239 2.01775 -2.98677
H 2.48235 2.29005 -1.09375
H 1.56896 3.73745 -0.55004
H 1.95506 4.20420 -3.32712
H 3.12209 4.85301 -2.13296
O -6.03375 0.23220 2.34114
H -5.89471 -0.71035 2.19450
K 3.65352 4.51701 -0.03727
O -3.14937 -3.89958 -0.53890
H -2.69253 -3.56008 0.24803
Mg 1.20281 4.22353 -5.12345
C -1.03065 -2.69536 4.79654
C 0.11841 -3.01993 3.86638
O 1.00743 -3.74263 4.72797
C 0.27642 -4.26942 5.74160
O 0.68825 -5.05681 6.52869
O -0.98527 -3.77467 5.73543
H -1.99036 -2.66383 4.28918
H -0.88281 -1.75684 5.33364
H -0.17939 -3.66655 3.03979
H 0.60182 -2.13517 3.46243
O 5.22827 4.13843 -6.08514
H 5.64976 3.41679 -6.56276
H 4.87211 3.72086 -5.29404
F 0.67541 -2.03959 -0.94262
*
```

Electronic structure analysis, Mulliken charges in units of e: number 1, N, carries -0.438; number 2, P, carries 0.582; number 3, C, carries 0.748; number 4, C, carries -0.646; number 5, C, carries -0.603; number 6, C, carries -1.078; number 7, C, carries -1.084; number 8, C, carries 0.605; number 9, F, carries -0.284; number 10, C, carries 0.883; number 11, N, carries -0.547; number 12, S, carries 0.091; number 13, N, carries -0.408; number 14, C, carries 0.774; number 15, C, carries -0.299; number 16, O, carries -0.432; number 17, N, carries 0.273; number 18, O, carries -0.186; number 19, H, carries 0.401; number 20, H, carries 0.109; number 21, H, carries 0.172; number 22, H, carries 0.261; number 23, H, carries 0.256; number 24, H, carries 0.549; number 25, H, carries 0.643; number 26, H, carries 0.734; number 27, H, carries -0.886; number 28, H, carries 0.534; number 29, O, carries -0.959; number 30, H, carries 0.153; number 31, K, carries 1.010; number 32, O, carries -0.464; number 33, H, carries 0.350; number 34, Mg, carries -0.034; number 35, C, carries -0.243; number 36, C, carries 0.050; number 37, O, carries -0.369; number 38, C, carries 0.590; number 39, O, carries -0.519; number 40, O, carries -0.352; number 41, H, carries 0.265; number 42, H, carries 0.221; number 43, H, carries 0.191; number 44, H, carries 0.139; number 45, O, carries -0.623; number 46, H, carries 0.321; number 47, H, carries 0.292; number 48, F, carries -0.744


Record 3
Below is a 3-piece molecular cluster, C14H30F5NO11P2 overall, with properties calculated with ωB97M-V/def2-TZVPD.

Calculated values
- SMILES string: CNCOC(=O)OCCCC(F)(F)C(F)(F)F.COP(=O)(OC)OC.COP(=O)(OC)OC
- F_max: 0.0193 Eh/bohr

```
! wB97M-V def2-TZVPD RIJCOSX def2/J DEFGRID3
* xyz 0 1
C -2.90809 1.43447 -0.34264
N -2.74425 -0.01168 -0.52830
C -1.99345 -0.56312 0.57027
O -1.77109 -1.95704 0.36228
C -0.48396 -2.27726 0.10304
O 0.35965 -2.43630 0.95219
O -0.30754 -2.44443 -1.22451
C 1.00692 -2.19854 -1.73613
C 1.12672 -0.76329 -2.24789
C 1.59772 0.25020 -1.17826
C 3.02463 0.73645 -1.37490
F 3.31240 0.99349 -2.68030
F 3.19679 1.90766 -0.68175
C 4.10550 -0.22119 -0.82706
F 3.91060 -0.44116 0.47367
F 4.05168 -1.40464 -1.45969
F 5.32252 0.28179 -0.98936
H -1.95971 1.94243 -0.09488
H -3.59078 1.61357 0.49155
H -3.31346 1.89139 -1.24345
H -2.22364 -0.16968 -1.38604
H -2.55902 -0.43237 1.49841
H -1.01864 -0.05878 0.71751
H 1.14672 -2.89673 -2.56594
H 1.76787 -2.43065 -0.99115
H 0.12670 -0.46535 -2.58055
H 1.75674 -0.74715 -3.13810
H 0.97456 1.14744 -1.20817
H 1.54407 -0.20923 -0.18782
C -4.42072 6.16649 -1.91924
O -4.72808 6.57427 -0.57725
P -5.44590 5.51817 0.35746
O -4.89661 4.16493 0.37098
O -6.97320 5.52434 -0.08553
C -7.64932 6.77221 -0.28190
O -5.39322 6.31898 1.71979
C -5.73524 5.60187 2.91739
H -4.60477 7.01760 -2.57047
H -3.37223 5.88171 -1.97454
H -5.03957 5.32684 -2.23640
H -7.62807 7.03418 -1.33913
H -7.19353 7.57251 0.30031
H -8.68020 6.63928 0.03657
H -6.45535 4.80891 2.71652
H -6.17092 6.31910 3.60783
H -4.83513 5.17151 3.35082
C 2.64299 -4.44611 1.08420
O 3.67119 -5.31619 0.56744
P 4.77327 -5.82266 1.57912
O 4.31855 -6.34861 2.86230
O 5.77237 -4.59613 1.76719
C 6.21840 -3.86700 0.61941
O 5.52944 -6.83888 0.62676
C 6.48493 -7.71823 1.23841
H 2.44603 -3.69241 0.33481
H 1.74160 -5.02484 1.26783
H 2.95456 -3.96113 2.00895
H 5.59503 -2.98283 0.48553
H 6.18266 -4.47609 -0.28364
H 7.24511 -3.55966 0.80392
H 6.94285 -7.26311 2.11653
H 7.25284 -7.92559 0.49736
H 5.99209 -8.64372 1.52866
*
```

Electronic structure analysis, Mulliken charges in units of e: number 1, C, carries -0.901; number 2, N, carries -0.315; number 3, C, carries -0.416; number 4, O, carries -0.364; number 5, C, carries 0.710; number 6, O, carries -0.480; number 7, O, carries -0.374; number 8, C, carries 0.215; number 9, C, carries -0.902; number 10, C, carries -0.676; number 11, C, carries 0.769; number 12, F, carries -0.301; number 13, F, carries -0.313; number 14, C, carries 0.633; number 15, F, carries -0.253; number 16, F, carries -0.243; number 17, F, carries -0.271; number 18, H, carries 0.282; number 19, H, carries 0.288; number 20, H, carries 0.366; number 21, H, carries 0.256; number 22, H, carries 0.435; number 23, H, carries 0.309; number 24, H, carries 0.360; number 25, H, carries -0.528; number 26, H, carries 0.431; number 27, H, carries 0.482; number 28, H, carries 0.247; number 29, H, carries 0.421; number 30, C, carries -0.676; number 31, O, carries -0.296; number 32, P, carries 0.831; number 33, O, carries -0.470; number 34, O, carries -0.274; number 35, C, carries -0.669; number 36, O, carries -0.307; number 37, C, carries -0.658; number 38, H, carries 0.250; number 39, H, carries 0.263; number 40, H, carries 0.329; number 41, H, carries 0.243; number 42, H, carries 0.336; number 43, H, carries 0.262; number 44, H, carries 0.329; number 45, H, carries 0.251; number 46, H, carries 0.250; number 47, C, carries -0.094; number 48, O, carries -0.268; number 49, P, carries 0.983; number 50, O, carries -0.692; number 51, O, carries -0.297; number 52, C, carries -0.511; number 53, O, carries -0.296; number 54, C, carries -0.676; number 55, H, carries -0.280; number 56, H, carries 0.321; number 57, H, carries 0.380; number 58, H, carries 0.088; number 59, H, carries 0.331; number 60, H, carries 0.311; number 61, H, carries 0.334; number 62, H, carries 0.246; number 63, H, carries 0.259


Number 1: HOMO level -0.1601 hartree, electronic energy -63179.6942 eV. Number 2: HOMO level -0.1778 hartree, electronic energy -82390.0382 eV. Number 3: HOMO level -0.3452 hartree, electronic energy -71187.2341 eV.